12
Properties=species:S:1:pos:R:3 method="wB97M-V/def2-TZVPD" e_homo_ha=-0.100 total_energy_ha=-588.1217 charge=-1 multiplicity=1 e_above_lowest_ev=0.383
C -1.56353 -1.98960 -0.86787
S -1.04508 -1.54940 0.76275
H -1.63690 -1.18961 -1.64553
H -0.90605 -2.68686 -1.41889
H -2.54788 -2.43728 -1.00876
N 0.44086 1.20473 0.18555
C 1.67274 1.59598 -0.22956
N 2.11384 2.77585 -0.44498
H 0.13505 0.23843 0.05253
H -0.11854 1.87549 0.68114
H 2.28564 0.70753 -0.39048
H 1.37787 3.47180 -0.34618

---

69
Properties=species:S:1:pos:R:3 method="wB97M-V/def2-TZVPD" e_homo_ha=-0.170 total_energy_ha=-4696.3420 charge=-1 multiplicity=1 e_above_lowest_ev=0.688
Rh -0.39739 0.13527 0.68144
F -3.12749 -2.65888 -1.85092
Te -2.59954 -1.64915 -0.35292
F -2.97590 -3.24347 0.63801
F -3.31331 -0.13877 -1.53902
F -0.91038 -2.84676 -0.52903
F -4.42148 -1.42073 0.12921
O -2.03984 -0.84094 1.27875
C -0.06764 -2.67365 2.53855
S 1.01388 -1.35444 2.03020
C 1.94236 -2.23821 0.79398
O 1.93075 -1.06896 3.18733
H 0.55547 -3.41720 3.03754
H -0.57970 -3.05953 1.65664
H -0.80734 -2.24429 3.21098
H 1.21397 -2.59168 0.06102
H 2.47385 -3.05589 1.28283
H 2.64098 -1.53281 0.34628
C -0.95750 -0.39642 -0.92437
Ge -0.25671 0.44864 -2.50896
C -0.99469 2.22409 -2.81347
C -2.18068 2.64285 -2.21175
C -2.65123 3.93242 -2.42894
C -1.94923 4.81063 -3.24202
C -0.76759 4.40175 -3.84476
C -0.29462 3.11483 -3.62715
C -0.24542 -0.58995 -4.14889
C 0.25348 -1.89303 -4.12799
C 0.25760 -2.66636 -5.27948
C -0.24218 -2.14609 -6.46600
C -0.75272 -0.85694 -6.49564
C -0.75545 -0.08399 -5.34128
C 1.57277 0.70122 -1.80256
C 1.61485 1.17388 -0.48697
C 2.80548 1.27017 0.21618
C 3.99149 0.88113 -0.39493
C 3.96919 0.40599 -1.69841
C 2.76711 0.31343 -2.39566
H -2.73519 1.94743 -1.59382
H -3.57467 4.24868 -1.95931
H -2.32147 5.81492 -3.40666
H -0.21344 5.08377 -4.47864
H 0.63657 2.80716 -4.09390
H 0.60894 -2.32025 -3.19589
H 0.63489 -3.68095 -5.24689
H -0.24728 -2.75213 -7.36391
H -1.15942 -0.45485 -7.41570
H -1.16796 0.91823 -5.36788
H 0.68781 1.61992 -0.04500
H 2.80121 1.62616 1.23925
H 4.92624 0.93914 0.14847
H 4.89151 0.09227 -2.17298
H 2.76447 -0.08332 -3.40558
N -0.35369 1.41500 2.60203
C -0.29140 1.15995 3.72837
N -0.18989 0.84184 4.99489
C -1.37550 0.67307 5.83230
C -1.25693 -0.64418 6.57916
O -0.03180 -0.71664 7.28600
C 1.06980 -0.67763 6.38659
C 1.11139 0.63639 5.63085
H -2.25924 0.67640 5.19601
H -1.44166 1.50293 6.54347
H -1.32849 -1.47612 5.86737
H -2.05571 -0.73739 7.31414
H 1.00479 -1.49883 5.66479
H 1.97038 -0.80024 6.98694
H 1.86859 0.58459 4.85164
H 1.31195 1.46652 6.31606

---

2
Properties=species:S:1:pos:R:3 method="wB97M-V/def2-TZVPD" e_homo_ha=-0.364 total_energy_ha=-607.0981 multiplicity=1 e_above_lowest_ev=1.010
Ag 0.79459 0.35580 -0.41431
Cl -0.79459 -0.35580 0.41431

---

63
Properties=species:S:1:pos:R:3 method="wB97M-V/def2-TZVPD" e_homo_ha="-0.053 / -0.196" total_energy_ha=-2685.5867 charge=-1 multiplicity=5 s2=6.045 e_above_lowest_ev=0.000
Rh -0.27471 -0.94498 -0.52801
C -2.76333 -3.49344 2.00233
C -2.44347 -2.39801 1.03287
N -1.15156 -2.23976 0.73969
N -0.24902 -3.00750 1.41395
C 0.99964 -2.53670 1.53970
S 1.68182 -1.23770 0.71118
S 2.07129 -3.33411 2.72850
C 2.80285 -1.89074 3.61076
C 1.89407 -1.35703 4.65734
C 0.81705 -0.50090 4.34978
C -0.12550 -0.17972 5.31266
C -0.01297 -0.67257 6.61863
C 1.03557 -1.49519 6.90624
C 2.00747 -1.86604 5.96748
C -3.57324 -1.62445 0.52425
C -4.53477 -1.17744 1.48960
C -5.70856 -0.57104 1.11272
C -6.06403 -0.50795 -0.22956
C -5.16230 -0.92995 -1.22858
C -3.85666 -1.30803 -0.83767
O -2.93189 -1.40341 -1.85114
H -2.60944 -4.50181 1.54028
H -3.85495 -3.49653 2.26639
H -2.09274 -3.45071 2.86045
H 3.11006 -1.13160 2.86526
H 3.70899 -2.27313 4.05985
H 0.76520 -0.11879 3.32419
H -1.00171 0.40303 5.02015
H -0.76046 -0.42550 7.39215
H 1.05022 -1.95660 7.88249
H 2.77484 -2.53765 6.25999
H -4.37400 -1.41185 2.54759
H -6.40188 -0.28519 1.90646
H -7.07816 -0.13267 -0.50454
H -5.43543 -0.92666 -2.29133
C -1.83458 -0.50983 -1.76751
H -1.45835 -0.49338 -2.77968
H -2.25433 0.47314 -1.43059
O 0.89696 0.06798 -1.95018
S 1.58013 1.49198 -1.71090
C 0.63456 2.55294 -2.80891
C 0.61682 3.90532 -2.50157
C 0.23435 4.80098 -3.52930
C -0.11048 4.35028 -4.76696
C -0.07206 2.99067 -5.05842
C 0.27621 2.08186 -4.10049
C 3.06288 1.41763 -2.67946
C 3.19935 0.60300 -3.76722
C 4.41224 0.68410 -4.45330
C 5.38941 1.59944 -4.09876
C 5.25468 2.34126 -2.96071
C 4.07829 2.28398 -2.24179
H 0.84177 4.23548 -1.47565
H 0.14000 5.81479 -3.25066
H -0.34475 5.05203 -5.52814
H -0.25826 2.63849 -6.06916
H 0.25353 1.02409 -4.29504
H 2.35663 0.00032 -4.11218
H 4.61228 0.01888 -5.28597
H 6.28675 1.65132 -4.73620
H 5.97971 2.99568 -2.49710
H 3.96796 2.84990 -1.31629

---

82
Properties=species:S:1:pos:R:3 method="wB97M-V/def2-TZVPD" e_homo_ha="-0.565 / -0.565" total_energy_ha=-2281.3141 charge=+3 multiplicity=2 s2=0.807 e_above_lowest_ev=0.000
Ir 0.18109 1.14010 -0.64235
C -1.17951 -4.04690 3.98555
C -1.12901 -2.81580 3.16485
C -0.81891 -1.56850 3.72365
C -0.78751 -0.42720 2.95435
C -0.25821 0.88730 3.39665
O 0.19409 1.67730 2.59875
C -0.28461 1.11610 4.86285
C -1.37801 0.73140 5.63675
C -1.37341 0.98280 6.99975
C -0.26781 1.58120 7.58555
C 0.81239 1.97350 6.81325
C 0.81079 1.75540 5.44485
C -1.11381 -0.46700 1.55115
O -1.24841 0.57530 0.86775
C -1.25471 -1.77730 0.96375
C -1.31871 -2.89030 1.78015
C -1.23731 -1.90450 -0.48805
N -0.62141 -1.06230 -1.24035
C -0.47381 -1.34870 -2.65085
C -1.33461 -0.46470 -3.53995
Te -0.76671 1.61260 -3.42315
C 0.96909 1.44740 -4.66175
C 2.03479 2.32590 -4.47095
C 3.10649 2.29300 -5.34695
C 3.11529 1.40030 -6.41025
C 2.05269 0.53040 -6.59705
C 0.97659 0.55370 -5.72895
C -1.97451 -3.10550 -0.96925
C -1.34291 -4.26880 -1.40665
C -2.10951 -5.36310 -1.77705
C -3.49401 -5.30330 -1.70355
C -4.12161 -4.13400 -1.29905
C -3.36731 -3.04210 -0.90745
H -0.83371 -3.87380 4.99945
H -0.58701 -4.84400 3.53695
H -2.20641 -4.41640 4.03205
H -0.54631 -1.51510 4.76755
H -2.25081 0.29390 5.17515
H -2.23131 0.70650 7.59335
H -0.25641 1.74380 8.65405
H 1.66959 2.44700 7.26915
H 1.64909 2.05740 4.83595
H -1.47381 -3.86530 1.34225
H -0.74591 -2.39000 -2.85855
H 0.58409 -1.21290 -2.90245
H -2.38361 -0.52390 -3.26055
H -1.22511 -0.79450 -4.57055
H 2.01399 3.03530 -3.65385
H 3.93069 2.97870 -5.21535
H 3.94889 1.38750 -7.09365
H 2.04109 -0.14460 -7.43805
H 0.14119 -0.10600 -5.91185
H -0.26321 -4.33200 -1.42465
H -1.61931 -6.26610 -2.10805
H -4.08301 -6.17660 -1.94085
H -5.19791 -4.07170 -1.26905
H -3.85071 -2.13810 -0.56515
N -2.17751 7.21180 -1.55045
C -2.14471 5.88940 -1.55505
N -3.07121 5.19830 -2.22995
N -1.16071 5.30400 -0.89565
C -0.66081 4.17680 -0.76165
N -0.00741 3.21760 -0.57045
H -2.88271 7.73060 -2.05105
H -1.47571 7.72990 -1.04315
H -3.84161 5.68050 -2.66655
H -3.13201 4.19680 -2.15715
N 2.48829 0.96780 -1.22945
C 3.27679 0.20570 -0.28535
C 4.60379 -0.11880 -0.53995
C 5.32949 -0.80010 0.42165
C 4.73599 -1.18720 1.61515
C 3.40709 -0.86670 1.86165
C 2.68609 -0.16610 0.91345
H 2.75599 1.95320 -1.16355
H 2.70909 0.66750 -2.18095
H 5.08039 0.19030 -1.45835
H 6.37039 -1.01200 0.23635
H 5.30819 -1.72310 2.35655
H 2.93239 -1.14790 2.78935
H 1.64959 0.12850 1.08535

---

80
Properties=species:S:1:pos:R:3 method="wB97M-V/def2-TZVPD" e_homo_ha="-0.393 / -0.402" total_energy_ha=-4782.6522 charge=+1 multiplicity=4 s2=3.779 e_above_lowest_ev=1.193
V -0.48898 0.19892 -0.55816
O 0.42262 -3.79418 -0.68336
C -0.20968 -2.75578 -0.63646
N 0.00412 -1.61828 -1.35546
C 0.70512 -1.61598 -2.49716
C 1.33222 -2.69158 -3.16186
C 1.90262 -2.47408 -4.39066
C 1.86282 -1.20748 -5.00116
C 1.22822 -0.14198 -4.40316
C 0.63552 -0.33418 -3.14996
N -0.17698 0.51112 -2.47256
C -0.97038 1.37412 -3.17876
O -0.79658 1.78272 -4.31186
C -2.14588 1.70122 -2.35286
C -3.18418 2.46862 -2.86736
C -4.24398 2.80432 -2.04906
C -4.16208 2.42052 -0.71216
C -3.08428 1.67382 -0.28016
N -2.11298 1.23822 -1.08756
C -1.42898 -2.58538 0.19344
C -2.06328 -3.71638 0.70114
C -3.23328 -3.56478 1.42254
C -3.67668 -2.27018 1.64994
C -2.97078 -1.20498 1.11004
N -1.89068 -1.34088 0.34884
H 1.34422 -3.67168 -2.70886
H 2.38532 -3.29268 -4.90446
H 2.31912 -1.07608 -5.96946
H 1.17932 0.82332 -4.88256
H -3.10428 2.79672 -3.89196
H -5.07118 3.38872 -2.41586
H -4.91638 2.72612 -0.00626
H -2.95338 1.47172 0.77394
H -1.62168 -4.68088 0.50874
H -3.76648 -4.41828 1.80874
H -4.56098 -2.08148 2.23704
H -3.32018 -0.20688 1.32154
C 0.88902 -0.65308 4.54614
C -0.35018 -0.91308 3.68184
C -0.48558 -2.43358 3.52574
C -1.57728 -0.34178 4.40164
O -0.22728 -0.31578 2.39854
Ge 1.25912 0.68432 1.88684
O 1.73052 -0.43868 0.44124
C 3.07682 -0.73508 0.09004
C 4.02872 -0.39748 1.24414
C 3.19362 -2.23938 -0.17476
C 3.46942 0.08142 -1.14576
O 0.14392 1.73312 0.16364
C 0.37022 3.11352 -0.02076
C 1.28702 3.67872 1.07634
C -0.95058 3.90362 0.03374
C 1.04272 3.35302 -1.38166
H 0.76652 -1.12368 5.51744
H 1.76762 -1.07828 4.05764
H 1.03952 0.41822 4.68694
H -0.36638 -2.91608 4.49224
H -1.45698 -2.70138 3.12434
H 0.28952 -2.80218 2.85744
H -1.70718 -0.84648 5.35544
H -1.44148 0.72192 4.58744
H -2.47668 -0.47868 3.80534
H 3.63642 -0.81418 2.17304
H 5.00562 -0.83398 1.05784
H 4.14062 0.68162 1.35834
H 2.99902 -2.78938 0.74354
H 2.48142 -2.56828 -0.92076
H 4.19262 -2.49168 -0.51826
H 3.53132 1.13842 -0.88606
H 4.43752 -0.23718 -1.51756
H 2.73032 -0.04278 -1.93416
H 0.81982 3.57312 2.05674
H 2.24222 3.15492 1.08134
H 1.47512 4.73342 0.89464
H -1.54508 3.59852 0.89464
H -0.71728 4.96042 0.13374
H -1.52988 3.77222 -0.87646
H 1.98302 2.80652 -1.43936
H 0.39232 3.03532 -2.19426
H 1.24282 4.41382 -1.50506

---

31
Properties=species:S:1:pos:R:3 method="wB97M-V/def2-TZVPD" e_homo_ha=-0.434 total_energy_ha=-762.3515 charge=+1 multiplicity=1 e_above_lowest_ev=0.000
C 4.20095 1.40287 1.25633
N 3.84924 1.21106 -0.16912
C 2.46875 0.85129 -0.31679
O 2.33355 -0.33699 -1.14594
C 1.79213 -1.38809 -0.52498
O 2.36360 -2.08843 0.28275
O 0.52455 -1.70668 -0.94045
C -0.41660 -0.67443 -0.86214
C -1.18303 -0.80056 0.43329
O -2.23444 0.13594 0.53438
C -1.79708 1.43421 0.63118
C -2.69364 2.45086 0.00885
O -0.74226 1.70668 1.16265
H 4.20417 0.43450 1.72702
H 3.49152 2.03768 1.78043
H 5.16937 1.86819 1.32812
H 3.93551 2.12736 -0.58336
H 2.02533 0.64044 0.64768
H 1.89086 1.63188 -0.79026
H -1.11004 -0.77317 -1.69029
H -0.00596 0.32293 -0.94298
H -0.52483 -0.76855 1.28902
H -1.64252 -1.77778 0.46559
H -3.73149 2.19265 0.15439
H -2.44235 3.40295 0.43678
H -2.49816 2.48127 -1.05439
N -3.44581 -3.20421 -0.62470
H -3.91026 -3.59503 0.19843
H -3.83996 -3.62471 -1.46955
H -3.58821 -2.18917 -0.64440
H -2.44288 -3.40498 -0.57757

---

15
Properties=species:S:1:pos:R:3 method="wB97M-V/def2-TZVPD" e_homo_ha=-0.310 total_energy_ha=-304.8272 smiles=Cc1cn(C)cn1 multiplicity=1 e_above_lowest_ev=0.225
C -0.68812 1.32131 -2.15729
C -0.22548 0.76702 -0.83758
C -0.65747 -0.32338 -0.12210
N 0.23618 -0.46863 0.92416
C 0.36723 -1.64871 1.76036
C 1.08816 0.58796 0.84588
N 0.84900 1.34580 -0.19505
H -0.98682 2.36958 -2.05821
H 0.12786 1.30097 -2.89349
H -1.52273 0.75475 -2.58345
H -1.56728 -0.91998 -0.18885
H -0.27071 -2.42438 1.32879
H 1.39959 -2.02425 1.75102
H 0.05229 -1.43918 2.78668
H 1.79829 0.80113 1.63913

---

17
Properties=species:S:1:pos:R:3 method="wB97M-V/def2-TZVPD" e_homo_ha=-0.356 total_energy_ha=-288.7332 multiplicity=1 e_above_lowest_ev=7.723
C -0.89184 -0.33433 2.01978
C -0.85470 0.75726 0.94643
N 0.47722 0.68822 0.29702
C 0.42924 0.18379 -1.10899
C 1.68938 -0.51813 -1.53361
O -2.30378 -0.78532 -0.83603
H -0.48856 -1.18927 1.47637
H -0.10549 -0.17177 2.73811
H -1.89440 -0.58789 2.34956
H -1.55158 0.35996 0.16429
H -0.99419 1.77922 1.28447
H 0.74449 1.66380 0.19830
H -0.37680 -0.56586 -0.99256
H 0.12348 0.93900 -1.83867
H 1.84908 -1.45513 -1.00096
H 2.62067 0.04693 -1.58250
H 1.52776 -0.81045 -2.58101

---

10
Properties=species:S:1:pos:R:3 method="wB97M-V/def2-TZVPD" e_homo_ha=-0.348 total_energy_ha=-338.4970 multiplicity=1 e_above_lowest_ev=4.250
H 3.23251 -0.94747 0.45840
N 2.92231 0.02161 0.11966
N 1.77359 0.21566 -0.16239
C 0.82676 -0.78944 -0.10368
O 1.16333 -1.92739 -0.24835
C -0.58908 -0.49683 0.39774
O -1.59866 -1.36964 -0.04411
H -0.84229 0.59513 0.53269
H -0.36183 -0.77848 1.35784
H -2.16770 -0.90835 -0.60708

---

45
Properties=species:S:1:pos:R:3 method="wB97M-V/def2-TZVPD" e_homo_ha=-0.355 total_energy_ha=-1146.5771 multiplicity=1 e_above_lowest_ev=1.713
O -5.86500 21.08200 -12.28100
H -5.06500 20.57000 -12.33900
H -5.54100 21.59900 -11.56700
O -9.09900 23.63100 -15.22800
H -8.45400 23.58300 -14.52400
H -9.46100 22.73800 -15.25500
O -7.93400 21.53000 -17.86000
H -8.21900 20.73200 -18.25700
H -7.10600 21.76600 -18.25100
O -5.79500 18.63400 -16.85400
H -5.69200 17.73800 -16.49200
H -5.90300 19.24300 -16.11200
O -3.83100 19.54000 -14.70200
H -4.56800 18.94900 -14.52600
H -3.80200 19.55100 -15.65800
O -6.74300 21.06800 -15.34900
H -7.12600 21.44300 -16.15200
H -5.89900 21.49700 -15.20300
O -9.34600 20.91200 -15.14300
H -8.54000 20.58200 -14.77700
H -9.32900 20.25000 -15.83200
O -4.98500 21.95900 -17.75400
H -4.94300 22.83800 -17.44900
H -4.25300 21.39500 -17.44200
O -3.03200 23.96800 -15.96400
H -2.85000 24.59700 -15.28300
H -3.58400 23.36600 -15.50600
O -8.13700 19.59300 -12.79900
H -8.30700 19.10700 -11.96500
H -7.43600 20.21100 -12.56000
O -5.88800 18.15100 -13.76100
H -6.05800 17.68600 -12.95000
H -6.72200 18.58800 -13.93400
O -8.69200 24.18800 -17.72100
H -8.23900 23.39800 -18.02400
H -8.74000 24.10100 -16.76000
O -10.60500 21.03100 -17.80000
H -11.16300 21.77700 -17.62400
H -9.80900 21.35500 -17.37800
O -7.34600 23.33300 -13.22100
H -6.89900 22.51500 -13.34300
H -6.71900 24.03100 -13.57100
O -4.41200 21.99000 -14.78000
H -3.98100 21.20000 -14.59000
H -4.67900 22.38300 -13.95300

---

44
Properties=species:S:1:pos:R:3 method="wB97M-V/def2-TZVPD" e_homo_ha=-0.447 total_energy_ha=-1687.6126 charge=+1 multiplicity=1
O 2.38409 -3.20871 1.25588
O -2.02132 5.33574 -3.37510
O 0.62763 -5.26001 0.73086
O -1.73584 3.09491 1.37607
O 3.45194 -8.48660 -0.95266
O 1.60945 -7.10532 -1.75809
O 4.06425 -4.71865 1.55424
O 3.81734 -6.05878 -1.15655
C 2.78163 -4.37615 1.24045
C -1.70345 4.82812 -2.31562
C 1.82467 -5.48420 0.89047
C -2.31874 3.11054 0.29334
C 0.49126 -0.08439 -0.22220
C 0.27485 1.22627 0.10539
C 0.85650 0.14956 1.95155
N 0.86608 -0.74156 0.93909
N -3.57053 3.56380 0.15639
N -1.83995 3.50644 -2.16497
N 0.48381 1.35223 1.46491
C -1.16917 5.70642 -1.19983
C -4.40188 4.06075 1.25295
C -0.08491 2.34912 -0.84629
C 2.24796 -6.93562 0.84973
C -1.59528 2.64602 -0.98828
S 2.72806 -7.22366 -0.82482
H 4.55646 -3.89690 1.71430
H 4.37982 -6.53147 -1.78842
H 0.43255 -0.51439 -1.21666
H 1.07070 -0.07646 2.99316
H 1.16744 -1.72017 1.00648
H -3.96345 3.58240 -0.77283
H -2.17807 3.05647 -3.00454
H 0.23455 2.18209 2.00224
H -0.18733 5.36657 -0.88652
H -1.85922 5.71783 -0.36080
H -1.07537 6.72367 -1.57974
H -4.68127 3.23807 1.91422
H -3.85337 4.80562 1.83354
H -5.30954 4.52149 0.85806
H 0.43367 3.24879 -0.51544
H 0.31424 2.09506 -1.83057
H 3.09356 -7.13579 1.50288
H 1.42138 -7.59919 1.09528
H -2.06517 1.69000 -1.22157